Entry 1:
The following is a DFT calculation (wB97M-V/def2-TZVPD) of a cluster of 4 separate species, C30H38FNO13 in total.

XYZ file:
```
83
Properties=species:S:1:pos:R:3:mulliken_charge:R:1
C -0.490 -1.573 -2.248 0.714
C 1.294 -2.784 -0.950 0.537
H 1.753 -0.993 0.853 0.302
H 0.890 0.760 -8.206 0.315
C -5.621 2.536 0.808 -0.679
C 2.152 -2.603 -1.958 -0.729
H 5.547 -0.491 1.235 0.433
C -7.297 1.539 3.639 -0.622
H 0.978 1.074 -5.530 0.562
C -3.121 0.876 -2.989 -1.565
O -4.689 5.861 1.196 -0.340
O 3.897 0.614 1.684 -0.312
O -4.911 3.714 1.204 -0.339
H 2.384 -3.979 0.486 0.458
H 2.367 -1.967 2.190 0.468
C -6.938 -2.094 0.770 -0.362
H 10.146 0.913 5.354 0.209
H -6.908 -3.175 0.870 0.239
O -7.072 -1.557 2.093 -0.348
O -7.040 0.525 1.211 -0.580
C -5.146 7.150 0.787 -0.635
C 4.783 1.652 2.024 -0.740
H -6.145 7.345 1.174 0.292
H 6.735 -3.607 4.358 0.278
C -3.650 -1.633 -1.460 0.489
H 4.360 -2.496 0.572 0.340
H 1.937 -0.661 -8.547 0.368
H -5.139 7.235 -0.298 0.291
H 5.646 1.706 1.352 0.318
C 1.559 0.013 -7.786 -1.183
O 7.087 -0.981 4.466 -0.549
O 2.087 -2.695 -4.325 -0.559
O -6.427 4.951 0.075 -0.556
C 3.808 -1.560 0.675 -0.515
C 0.840 -0.722 -6.642 -0.315
H 5.149 1.516 3.045 0.277
O -2.551 -1.051 -1.104 -0.589
H 0.822 -3.306 1.010 0.322
H -1.203 1.194 -4.778 0.536
C -1.900 0.150 -3.094 0.659
O 7.964 -2.638 5.727 -0.320
C -7.113 -0.230 2.148 0.867
C 4.535 -0.641 1.628 -0.759
H 9.216 0.497 3.903 0.280
H -0.241 -0.679 -6.757 0.410
C 0.183 -0.348 -4.213 0.736
H -5.202 1.674 -3.230 0.486
C 6.813 -3.429 5.429 -0.592
H 1.179 -1.748 -6.537 0.291
C 2.364 -1.858 1.105 -0.471
C 9.201 0.520 4.992 -0.597
H 8.390 1.155 5.344 0.285
C -5.441 4.850 0.757 0.745
C -0.978 0.391 -4.090 -0.769
N -4.583 -2.221 -1.767 -0.523
H 6.947 -4.379 5.940 0.202
H 2.414 0.544 -7.373 0.303
H 4.636 -1.113 2.612 0.394
O -7.243 0.129 3.427 -0.354
C 1.740 -3.105 0.458 -1.219
C -1.651 -0.842 -2.155 0.354
H -4.453 7.874 1.207 0.222
H 3.221 -2.683 -1.840 0.656
C -4.192 1.415 -3.029 0.247
H -5.635 2.439 -0.275 0.327
C -0.161 -2.637 -1.231 0.002
O 9.076 -0.800 5.523 -0.327
C 1.128 0.008 -5.332 -0.220
H -5.092 1.687 1.230 0.370
H -8.156 1.973 3.130 0.312
H 5.909 -2.948 5.799 0.287
C 1.624 -2.253 -3.301 -0.195
F 2.453 -0.121 -4.970 -0.383
C 7.956 -1.428 5.169 0.833
H -6.015 -1.757 0.309 0.027
H -6.637 2.546 1.198 0.277
H 4.256 2.597 1.941 0.262
H 3.771 -1.055 -0.291 0.232
H -7.403 1.690 4.710 0.255
O -1.002 -3.317 -0.693 -0.564
H -6.377 2.015 3.301 0.277
C 0.417 -1.351 -3.274 0.189
H -7.792 -1.817 0.155 0.278
```

Results
Charge: 0
Kohn-Sham gap: 8.55 eV
HOMO energy: -9.70 eV
Electronic energy: -62547.0476 eV
LUMO energy: -0.04234 Ha
SMILES: C#Cc1cc([C@@H](F)CC)c2c(c1OC#N)C(=O)C(CCCCOC)=CC2=O.COC(=O)OC.COC(=O)OC.COC(=O)OC

***

Entry 2:
The following is a DFT calculation (wB97M-V/def2-TZVPD) of a structure of composition C30H38GeN7RuS.

XYZ file:
```
78
Properties=species:S:1:pos:R:3:mulliken_charge:R:1
S -0.721 3.957 -1.089 -0.335
H 2.799 2.284 -0.579 0.325
C -1.450 -0.939 1.808 0.559
C -1.502 -2.900 -2.047 -0.478
C 2.486 0.765 3.039 -0.858
C -2.737 -0.952 4.308 -0.692
H 3.262 0.919 -2.519 0.330
C -2.397 -3.431 -2.967 -0.852
C 3.605 0.008 2.722 -1.059
H -2.125 -4.312 -3.531 0.505
N 1.781 0.720 0.756 0.903
C 1.692 -2.619 -1.043 -0.543
H -0.920 1.900 3.920 0.511
N -2.648 4.726 0.545 -0.375
N -1.361 1.264 -2.012 -0.320
C -0.876 1.357 -3.405 -0.543
H -4.973 -1.284 -2.527 0.477
H 2.678 -4.410 2.212 0.504
H 2.995 -0.287 -0.574 0.393
H -3.183 4.737 1.401 0.207
H 3.985 -4.797 0.152 0.455
N -1.358 2.997 1.292 -0.908
C 2.417 -3.890 1.300 -0.821
H 2.323 1.081 4.058 0.441
C 0.163 0.269 -3.496 -0.601
H -2.036 1.993 -1.805 0.411
C -3.480 -0.997 3.139 -0.933
C -3.995 -1.730 -2.404 -1.273
H 4.309 -0.270 3.495 0.499
C -0.719 -0.897 3.002 0.129
C 2.869 -0.002 0.459 -0.219
H -1.860 0.376 -1.933 -0.115
C 3.148 -4.112 0.143 -0.823
H -2.867 5.427 -0.148 0.266
C 2.775 -3.484 -1.040 -0.805
C 3.801 -0.379 1.408 -1.055
C 0.387 1.920 2.247 1.581
H -4.559 -1.061 3.186 0.499
H -1.685 1.187 -4.116 0.589
C -0.027 2.434 3.582 -2.106
H 4.660 -0.964 1.110 0.515
C 2.339 1.326 -2.936 -0.636
H -3.232 -0.972 5.269 0.456
H 0.361 -0.918 2.982 0.593
H 2.422 1.255 -4.020 0.438
H -4.337 -3.264 -3.865 0.457
C 1.587 1.099 2.038 -0.341
C -1.835 -1.774 -1.288 0.915
C 0.960 -2.351 0.122 1.264
C -1.350 -0.914 4.236 -1.217
H -0.476 2.354 -3.588 0.259
H -0.763 -0.924 5.147 0.486
N 1.201 0.489 -2.444 0.149
C -3.640 -2.845 -3.152 -0.704
H 1.584 -0.428 -2.232 -0.426
H 3.070 3.338 -2.687 0.550
H 1.330 3.258 -2.929 0.209
N 1.951 2.633 -1.021 -0.373
H -0.247 3.503 3.534 0.521
H 0.763 -2.899 2.200 0.512
C 1.332 -3.020 1.290 -0.284
H 3.310 -3.694 -1.957 0.508
H 1.739 3.529 -0.588 0.353
C -1.636 3.904 0.331 0.565
H -3.456 -1.082 1.019 0.354
C -2.844 -0.993 1.904 -0.475
Ru 0.339 1.321 -0.653 0.300
C 2.177 2.749 -2.473 -0.535
C -3.102 -1.201 -1.485 -0.436
H 0.739 2.298 4.336 0.395
N -0.244 2.201 1.160 1.065
H 0.624 0.203 -4.481 0.508
Ge -0.580 -1.165 0.079 1.649
H -3.420 -0.342 -0.901 0.276
H -0.315 -0.690 -3.285 0.227
H -1.828 3.011 2.188 0.336
H -0.556 -3.403 -1.901 0.445
H 1.380 -2.200 -1.997 0.248
```

Results
Charge: +3
Kohn-Sham gap (alpha / beta): 6.22 / 6.17 eV
HOMO energy (alpha / beta): -16.46 / -16.51 eV
Electronic energy: -112067.1179 eV
LUMO energy (alpha / beta): -0.37624 / -0.38007 Ha

***

Entry 3:
The following is a DFT calculation (wB97M-V/def2-TZVPD) of a structure of composition C30H38N3O6PtS2Si2.

XYZ file:
```
82
Properties=species:S:1:pos:R:3:mulliken_spin:R:1
S -2.308 2.017 -1.109 0.023
C -1.762 -4.672 -0.204 0.027
H -1.951 -1.334 -4.064 0.000
C 2.807 -2.454 -1.678 0.005
O -3.505 1.583 -1.767 0.013
H -0.133 1.207 5.081 0.004
H 2.357 1.449 5.242 0.004
H -3.504 -2.393 -0.909 0.000
H 3.140 1.404 -4.354 0.002
C -3.892 5.147 1.846 0.002
C 0.005 0.349 -4.957 0.006
H -1.314 -0.620 3.391 -0.026
Pt 0.081 -0.015 -0.386 1.907
C 0.511 1.167 4.212 0.358
C 1.965 0.924 1.887 0.135
H -1.643 -4.772 -1.286 -0.001
C -1.002 -2.930 2.182 0.008
H 3.415 -2.673 1.307 -0.002
H 2.069 -1.592 1.701 0.004
Si 1.605 -2.962 -0.339 0.024
N 0.511 0.189 -2.651 0.058
C 1.739 0.680 -2.896 0.049
O -1.238 2.512 -1.926 0.002
H 4.715 1.209 1.474 0.002
C 4.129 1.119 0.573 -0.008
H -0.305 -2.225 -1.682 -0.068
C 3.986 1.158 -1.819 -0.009
C 1.857 1.310 4.293 -0.071
C -1.723 -0.526 -3.370 -0.002
S -0.315 3.505 1.402 0.004
C -4.154 3.624 0.008 0.005
H 1.961 -3.304 2.083 0.001
H 5.799 1.454 -0.731 0.000
H 1.028 -5.266 0.408 -0.001
C 2.592 1.313 3.106 0.311
H -4.303 5.880 2.527 0.000
O -0.464 2.547 2.669 0.043
H -3.844 -2.412 0.819 0.001
C -2.813 3.264 0.076 0.002
H -1.822 -0.889 -2.350 0.005
H -5.736 4.823 0.806 0.000
C -2.555 4.798 1.933 -0.003
C 4.738 1.256 -0.669 0.018
H -4.768 3.164 -0.750 0.001
H 2.440 -5.218 -0.649 0.003
N 0.703 0.631 1.808 0.336
O 0.326 2.807 0.327 0.012
H 2.303 -2.311 -2.638 0.000
N 2.081 0.708 -0.513 0.058
O -1.805 0.898 -0.185 0.148
C -0.357 0.021 -3.648 -0.009
H 4.453 1.281 -2.783 0.001
C 2.325 -2.589 1.342 -0.010
C -1.468 0.356 2.930 0.063
H 3.357 -1.544 -1.435 -0.002
H 3.548 -3.247 -1.806 0.000
H -1.874 -2.831 2.834 0.001
C -2.014 3.860 1.059 0.011
H -3.090 -0.992 0.086 0.002
C 1.258 0.846 -5.218 -0.003
C 2.772 0.879 0.621 0.023
C 2.632 0.860 -1.716 0.027
H -2.163 0.926 3.546 0.001
H -1.895 0.229 1.936 -0.003
C -4.689 4.557 0.884 0.000
C -0.162 1.102 2.872 -0.031
H -0.720 0.218 -5.749 0.001
H 0.819 -5.106 -1.340 0.000
H -0.507 -3.872 2.433 0.000
H 1.550 1.110 -6.226 0.000
H -0.308 -2.117 2.410 0.004
Si -1.495 -2.919 0.378 0.002
H -2.468 0.260 -3.508 0.001
C -0.079 -2.105 -0.614 0.475
C -3.122 -2.079 0.066 0.009
H -1.913 5.262 2.668 0.000
O 0.275 4.695 1.910 0.004
H -2.795 -4.941 0.033 0.004
C 1.438 -4.808 -0.492 0.033
H 3.644 1.549 3.132 -0.001
H -1.108 -5.396 0.278 0.000
C 2.152 1.013 -4.166 0.006
```

Results
Charge: +1
Kohn-Sham gap (alpha / beta): 6.94 / 6.76 eV
Multiplicity: 5
HOMO energy (alpha / beta): -10.54 / -12.06 eV
Electronic energy: -89147.2097 eV
LUMO energy (alpha / beta): -0.13223 / -0.19497 Ha

***

Values of ΔE to the lowest compared entry with this formula, charge and spin, in order: 0.226 1.409 0.347, all in eV.